Entry 1:
Below is a structure of composition CH3O2Si in a non-equilibrium geometry, with properties calculated with ωB97M-V with the def2-TZVPD basis set.

Total charge: -1
HOMO level, Ha: -0.142
Kohn-Sham gap, eV: 8.3
E_LUMO, hartree: 0.162
Relative energy (zero: lowest compared OMol25 entry of this formula, charge and spin), eV: 0.542

Each line ends with the Mulliken charge.
Geometry (Å):
C -0.250 -1.672 -1.521  -0.0762
O -0.837 -0.489 -0.153  -0.2817
O 0.908 -1.972 -1.462  -0.3011
Si -0.156 0.734 0.501  0.2896
H 1.270 1.099 0.251  -0.1883
H -0.793 1.991 0.479  -0.2337
H -0.142 0.308 1.906  -0.2086

Entry 2:
Below is an isolated molecule of C4H4N2O2 in a non-equilibrium geometry, with properties calculated with ωB97M-V with the def2-TZVPD basis set.

Total charge: 0
HOMO level, Ha: -0.353
Kohn-Sham gap, eV: 8.9
E_LUMO, hartree: -0.027
Relative energy (zero: lowest compared OMol25 entry of this formula, charge and spin), eV: 2.430

Each line ends with the Mulliken charge.
Geometry (Å):
C 1.202 -1.701 0.383  -0.6502
C 0.432 -0.643 0.126  0.3911
C -0.496 -0.092 1.093  0.2515
O -1.045 -0.628 2.046  -0.5971
N -0.820 1.152 0.543  -0.1467
N -0.503 1.306 -0.819  -0.2592
C 0.367 0.238 -1.113  0.4713
O 0.919 0.160 -2.247  -0.6242
H 1.289 -2.052 1.501  0.2698
H 1.796 -1.937 -0.547  0.3066
H -1.768 1.587 0.867  0.3113
H -0.080 2.124 -1.218  0.2756

Entry 3:
Below is a cluster of 2 separate species, C2ClF3O2S in total in a non-equilibrium geometry, with properties calculated with ωB97M-V with the def2-TZVPD basis set.

Total charge: 0
HOMO level (alpha / beta), Ha: -0.315 / -0.412
Spin multiplicity: 3
Kohn-Sham gap (alpha / beta), eV: 9.0 / 9.2
E_LUMO (alpha / beta), hartree: 0.017 / -0.075

Each line ends with the Mulliken charge.
Geometry (Å):
C -1.688 -0.528 -0.007  0.3186
C -0.735 0.569 0.008  0.6009
O 3.936 1.047 -0.464  -0.3759
O 0.421 0.600 0.319  -0.4150
F -1.288 -1.765 0.245  -0.1468
F -2.985 -0.344 -0.290  -0.1609
F -1.379 1.696 -0.444  -0.1984
S 3.195 0.193 0.363  0.5326
Cl 3.444 -1.610 -0.453  -0.1550

Entry 4:
Below is a structure of composition C6H11NOS in a non-equilibrium geometry, with properties calculated with ωB97M-V with the def2-TZVPD basis set.

Total charge: 0
HOMO level (alpha / beta), Ha: -0.152 / -0.352
Spin multiplicity: 3
Kohn-Sham gap (alpha / beta), eV: 5.0 / 7.2
E_LUMO (alpha / beta), hartree: 0.033 / -0.088
Relative energy (zero: lowest compared OMol25 entry of this formula, charge and spin), eV: 4.528

Each line ends with the Mulliken charge.
Geometry (Å):
C -3.653 1.779 1.264  -0.4827
C -2.653 2.009 0.255  0.1571
C 2.174 1.077 0.355  -0.8092
C 0.570 -0.676 0.804  -0.6458
C 2.142 -0.483 0.573  0.1782
C 2.391 -1.147 -0.734  -1.5136
N -2.989 0.801 0.326  -0.4439
O -0.519 1.834 0.979  -0.4077
S 0.318 0.949 0.041  0.0938
H -4.646 2.077 1.062  0.2336
H -3.486 1.727 2.258  0.2471
H -2.073 2.720 -0.346  0.3201
H 2.487 1.643 1.159  0.4286
H 2.527 1.383 -0.575  0.3485
H 0.219 -1.573 0.371  0.3838
H 0.282 -0.735 1.916  0.3007
H 2.807 -0.773 1.407  0.4085
H 1.738 -0.817 -1.566  0.3398
H 2.191 -2.173 -0.743  0.4493
H 3.392 -0.964 -0.997  0.4135

Entry 5:
Below is a structure of composition C49H109O3P3 in a non-equilibrium geometry, with properties calculated with ωB97M-V with the def2-TZVPD basis set.

Total charge: +2
HOMO level, Ha: -0.445
Kohn-Sham gap, eV: 8.3
E_LUMO, hartree: -0.138
Relative energy (zero: lowest compared OMol25 entry of this formula, charge and spin), eV: 6.274

Each line ends with the Mulliken charge.
Geometry (Å):
C 2.060 -2.206 -0.383  -0.8577
C 1.036 -2.867 0.505  0.0721
C 0.568 -4.231 -0.071  -0.8415
C -0.439 -3.974 -1.182  -0.2981
P -1.398 -5.418 -1.733  1.0713
C -2.730 -4.920 -2.874  -1.6941
C -3.588 -3.818 -2.284  0.9301
C -4.588 -3.345 -3.292  0.2127
C -5.568 -4.406 -3.896  -1.4507
C -2.166 -6.328 -0.254  -1.0081
C -3.396 -7.165 -0.704  -0.8505
C -3.103 -8.702 -0.937  -0.2099
C -4.276 -9.557 -1.381  -1.4871
C -0.338 -6.598 -2.666  -1.5164
C 0.383 -7.877 -1.983  -0.5262
C 0.791 -8.797 -3.162  -0.4188
C 1.675 -9.966 -2.807  -1.4013
H 2.310 -1.186 -0.090  -0.0911
H 1.665 -1.991 -1.375  0.1641
H 3.014 -2.734 -0.392  0.4782
H 0.128 -2.278 0.632  -0.0995
H 1.347 -3.108 1.522  0.4288
H 0.246 -4.706 0.856  0.3307
H 1.409 -4.715 -0.567  0.3312
H -0.167 -3.408 -2.073  0.5648
H -1.178 -3.294 -0.758  -0.1403
H -3.321 -5.798 -3.133  0.6968
H -2.317 -4.483 -3.783  0.8036
H -2.912 -3.028 -1.957  -0.8685
H -4.167 -4.272 -1.480  0.2856
H -4.257 -2.960 -4.256  0.2365
H -5.138 -2.553 -2.785  -0.3202
H -6.250 -4.004 -4.646  0.3951
H -5.990 -5.054 -3.128  0.3772
H -5.054 -5.185 -4.459  0.3612
H -2.683 -5.647 0.422  0.5940
H -1.394 -6.841 0.320  0.6431
H -4.002 -6.798 -1.533  0.0762
H -4.136 -7.150 0.096  0.6975
H -2.696 -8.947 0.044  0.3571
H -2.307 -8.833 -1.670  0.1032
H -4.536 -9.232 -2.388  0.3673
H -5.309 -9.472 -1.041  0.3766
H -4.021 -10.616 -1.377  0.3377
H 0.480 -5.987 -3.046  0.7616
H -0.940 -6.828 -3.545  0.7125
H -0.387 -8.323 -1.354  0.2125
H 1.194 -7.701 -1.276  0.4388
H 1.448 -8.196 -3.791  0.2518
H -0.153 -9.040 -3.650  0.3850
H 1.492 -10.798 -3.488  0.3587
H 1.582 -10.478 -1.849  0.3586
H 2.746 -9.762 -2.783  0.3598
C 2.355 7.084 -1.039  -1.1805
C 1.709 6.785 0.381  -0.8277
C 2.621 6.224 1.440  -0.5875
C 3.265 4.790 1.245  0.3973
P 4.821 4.410 2.058  0.7188
C 6.285 5.161 1.189  -1.0721
C 6.509 4.604 -0.234  -0.1371
C 7.964 4.518 -0.658  -0.7650
C 8.350 4.304 -2.156  -1.2824
C 4.745 5.170 3.815  -1.0367
C 3.529 4.737 4.614  0.0434
C 3.203 5.674 5.802  -0.8069
C 1.800 5.483 6.402  -1.0488
C 4.989 2.590 2.114  -1.0788
C 3.844 1.906 2.968  -0.3667
C 3.731 0.424 2.678  -0.4484
C 2.792 -0.437 3.499  -0.7209
H 1.577 7.485 -1.688  0.3792
H 2.698 6.113 -1.397  0.2533
H 3.109 7.865 -0.943  0.3463
H 0.774 6.227 0.338  0.2351
H 1.266 7.707 0.759  0.5324
H 2.098 6.267 2.395  0.1100
H 3.468 6.909 1.420  0.3073
H 3.458 4.504 0.211  0.4396
H 2.586 4.090 1.731  -0.3576
H 7.164 5.117 1.833  0.5875
H 6.005 6.214 1.161  0.6233
H 5.946 5.168 -0.978  0.4299
H 6.317 3.538 -0.110  0.0761
H 8.441 3.649 -0.206  0.3053
H 8.529 5.420 -0.420  0.3712
H 7.604 4.765 -2.804  0.3394
H 8.349 3.268 -2.494  0.3239
H 9.313 4.732 -2.431  0.3494
H 4.733 6.236 3.588  0.5248
H 5.702 4.887 4.254  0.6317
H 3.722 3.760 5.056  0.1830
H 2.631 4.659 4.001  0.0189
H 3.233 6.643 5.303  0.3578
H 3.945 5.677 6.600  0.4616
H 1.330 6.395 6.769  0.3543
H 2.045 4.969 7.331  0.3396
H 1.114 4.895 5.793  0.1219
H 5.927 2.425 2.645  0.5392
H 4.841 2.306 1.073  0.6480
H 2.867 2.385 2.901  0.0751
H 4.164 2.041 4.002  0.4467
H 4.747 0.034 2.743  0.3722
H 3.507 0.369 1.613  0.0264
H 2.905 -0.336 4.578  0.4016
H 2.783 -1.474 3.162  0.3329
H 1.786 -0.116 3.229  -0.2258
C -4.071 5.138 -2.576  -1.3535
C -3.621 4.744 -1.143  -0.3108
C -3.425 3.204 -1.035  0.2989
C -2.283 2.802 -0.117  -1.5148
P -2.248 1.039 0.518  0.0553
C -1.543 -0.193 -0.763  0.2337
C -1.579 0.204 -2.282  -0.8771
C -0.371 -0.306 -3.093  0.6479
C -0.676 -0.475 -4.643  -1.5093
C -1.466 0.867 2.165  -0.2987
C -1.360 2.155 2.958  -0.7849
C -1.047 1.850 4.419  -0.0166
C -2.143 1.223 5.133  -1.5701
C -4.021 0.570 0.891  -1.3635
C -4.728 0.113 -0.346  0.0008
C -6.241 0.281 -0.164  -1.0081
C -7.006 0.068 -1.480  -1.0324
H -3.861 6.200 -2.707  0.4327
H -5.140 5.058 -2.775  0.3023
H -3.442 4.623 -3.302  0.3616
H -4.350 5.206 -0.477  0.3662
H -2.609 5.133 -1.027  0.2157
H -3.173 2.851 -2.035  0.0003
H -4.389 2.809 -0.715  0.0946
H -2.087 3.424 0.757  0.9641
H -1.373 2.949 -0.699  0.5059
H -2.085 -1.095 -0.478  0.3837
H -0.506 -0.254 -0.432  -0.0124
H -1.670 1.260 -2.538  0.2534
H -2.532 -0.155 -2.672  0.3541
H -0.108 -1.310 -2.759  -0.5859
H 0.477 0.351 -2.905  0.2221
H -1.652 -0.931 -4.806  0.2791
H 0.054 -1.231 -4.934  0.4530
H -0.618 0.447 -5.221  0.3691
H -0.457 0.456 2.130  -0.1863
H -1.966 0.024 2.641  0.9727
H -2.284 2.732 2.961  0.6046
H -0.583 2.852 2.643  0.0604
H -0.811 2.832 4.830  0.1626
H -0.314 1.066 4.609  0.1315
H -2.718 0.366 4.785  0.3678
H -2.996 1.851 5.389  0.3751
H -1.711 0.823 6.051  0.3925
H -4.462 1.484 1.289  0.4936
H -3.917 -0.222 1.633  0.8660
H -4.578 -0.923 -0.651  0.1698
H -4.459 0.647 -1.257  0.2882
H -6.514 1.234 0.289  0.3990
H -6.555 -0.355 0.664  0.4833
H -6.875 0.980 -2.063  0.3040
H -8.066 -0.128 -1.323  0.4007
H -6.603 -0.768 -2.052  0.0737
O 1.115 3.591 -0.672  -0.2419
C 1.775 2.483 -0.525  0.4929
O 1.315 1.531 0.085  -0.7822
O 2.837 2.572 -1.146  -0.8278
H 1.859 3.618 -1.279  0.3301

| no. | DFT total energy (eV) |
| --- | --- |
| 1 | -13058.43470 |
| 2 | -11286.10981 |
| 3 | -37676.16101 |
| 4 | -20763.77516 |
| 5 | -86574.67260 |